Model w:
This record from the Open Molecules 2025 dataset describes the molecule CH2N2O2. The level of theory is ωB97M-V/def2-TZVPD.

As for the HOMO energy (alpha / beta): -0.401 / -0.401 Eh. The spin multiplicity is 1. The SMILES is C=N[N+](=O)[O-]. The charge is 0.

Last column: natural (NBO) charge in e.
Cartesian coordinates (Å):
H: 1.33 0.87 0.47  0.2113
O: -2.11 -0.62 0.40  -0.3387
O: -1.07 1.23 -0.10  -0.3782
C: 1.19 -0.13 -0.06  0.0013
H: 2.01 -0.64 -0.38  0.1790
N: -0.16 -0.77 -0.37  -0.2736
N: -1.20 0.06 0.04  0.5989

Model x:
This record from the Open Molecules 2025 dataset describes a cluster of 2 separate species, CH2N2O2 in total. The level of theory is ωB97M-V/def2-TZVPD.

As for the HOMO energy (alpha / beta): -0.250 / -0.253 Eh. The spin multiplicity is 1. The charge is 0.

Last column: natural (NBO) charge in e.
Cartesian coordinates (Å):
O: -0.67 -0.46 1.68  -0.4781
H: 0.66 1.94 0.48  0.3985
C: -0.44 0.14 0.69  0.7798
N: 0.05 1.11 0.03  -0.8329
N: -0.53 -1.65 -1.01  0.0004
H: 0.29 0.85 -0.93  0.4448
O: 0.65 -1.93 -0.94  -0.3124

Least stable of them? model w.

Model w:
This record from the Open Molecules 2025 dataset describes a cluster of 2 separate species, CH2N2O2 in total. The level of theory is ωB97M-V/def2-TZVPD.

As for the HOMO energy: -0.360 Eh. The spin multiplicity is 1. The SMILES is N=C=O.N=O. The charge is 0.

Last column: natural (NBO) charge in e.
Cartesian coordinates (Å):
N: -0.11 0.36 1.28  -0.0251
H: -0.68 1.10 1.71  0.2647
C: -0.77 1.43 -1.81  0.8551
N: -0.69 0.27 -1.99  -0.7554
H: -0.19 -0.53 -1.86  0.4306
O: -1.04 2.52 -1.62  -0.5203
O: -0.66 -0.35 0.46  -0.2496

Model x:
This record from the Open Molecules 2025 dataset describes a cluster of 2 separate species, CH2N2O2 in total. The level of theory is ωB97M-V/def2-TZVPD.

As for the HOMO energy: -0.400 Eh. The spin multiplicity is 1. The SMILES is O=CO.N#N. The charge is 0.

Last column: natural (NBO) charge in e.
Cartesian coordinates (Å):
C: -0.22 -0.47 0.33  0.6353
O: 0.35 -1.38 -0.18  -0.5430
H: -1.09 0.33 1.90  0.4969
H: -0.77 0.35 -0.30  0.0955
N: 0.74 1.09 -1.63  -0.0381
N: 1.73 0.58 -1.68  0.0373
O: -0.74 -0.50 1.56  -0.6839

Model y:
This record from the Open Molecules 2025 dataset describes the molecule CH2N2O2. The level of theory is ωB97M-V/def2-TZVPD.

As for the HOMO energy: -0.359 Eh. The spin multiplicity is 1. The SMILES is O=c1[nH]o[nH]1. The charge is 0.

Last column: natural (NBO) charge in e.
Cartesian coordinates (Å):
N: 0.23 1.03 0.07  -0.3615
H: 0.37 -1.63 0.73  0.3750
O: 1.28 0.03 -0.07  -0.2393
O: -1.84 -0.07 -0.03  -0.5357
C: -0.67 -0.08 -0.04  0.7294
N: 0.38 -1.04 -0.12  -0.3459
H: 0.25 1.76 -0.55  0.3780

Least stable of them? model y.

Model w:
This record from the Open Molecules 2025 dataset describes a cluster of 2 separate species, C4H12NO2 in total. The level of theory is ωB97M-V/def2-TZVPD.

As for the HOMO energy (alpha / beta): -0.377 / -0.371 Eh. The spin multiplicity is 2. The charge is 0.

Last column: Löwdin spin population.
Cartesian coordinates (Å):
H: -1.80 1.86 1.23  0.0017
H: 0.39 1.17 1.24  0.0016
O: -2.03 -1.53 -0.49  0.7571
H: 0.68 0.75 -1.66  0.0011
O: 2.95 -0.17 1.12  -0.0002
N: 0.35 -0.54 0.21  0.0153
C: -0.14 0.85 0.38  0.0049
H: -0.44 -1.01 -1.78  0.0207
H: -2.03 0.16 0.66  0.0036
C: -1.64 1.13 0.41  0.0119
H: 3.29 0.56 0.50  0.0000
C: -0.73 -1.37 -0.78  0.1016
H: -0.01 -1.11 1.07  0.0001
H: -0.16 -2.37 -0.75  0.0789
H: 2.13 -0.55 0.68  -0.0002
C: 0.59 1.45 -0.90  0.0020
H: 0.16 2.38 -1.19  0.0000
H: -2.06 1.44 -0.53  -0.0002
H: 1.55 1.84 -0.61  0.0001

Model x:
This record from the Open Molecules 2025 dataset describes the molecule C4H12NO2. The level of theory is ωB97M-V/def2-TZVPD.

As for the HOMO energy (alpha / beta): -0.112 / -0.380 Eh. The spin multiplicity is 2. The charge is 0.

Last column: Löwdin spin population.
Cartesian coordinates (Å):
O: -0.13 2.66 0.04  0.0921
C: -0.24 -0.75 -1.00  0.0393
C: -0.56 0.26 0.12  0.0810
H: -1.25 -0.39 0.64  0.0155
H: 0.61 1.49 1.39  0.0665
H: 2.24 -2.22 0.30  0.0164
C: 0.40 -2.05 -0.42  0.0385
H: 0.66 -2.95 -1.11  0.0054
H: -1.77 1.83 0.84  0.0159
H: 0.90 -0.16 1.72  0.0691
H: -1.88 1.73 -0.96  0.0099
H: 1.57 0.64 0.31  0.1673
H: -1.26 -1.01 -1.34  0.0046
N: 0.66 0.46 0.99  0.1507
H: -0.40 -2.60 0.17  0.0042
O: 1.39 -1.73 0.45  0.0939
H: -0.24 3.63 -0.26  0.0241
C: -1.12 1.59 -0.11  0.0865
H: 0.42 -0.45 -1.75  0.0190

Least stable of them? model x.

Model w:
This record from the Open Molecules 2025 dataset describes the ion C2H3N2O2 with charge -1. The level of theory is ωB97M-V/def2-TZVPD.

As for the HOMO energy (alpha / beta): -0.073 / -0.073 Eh. The spin multiplicity is 1. The SMILES is O=NN/C=C\[O-]. The charge is -1.

Last column: natural (NBO) charge in e.
Cartesian coordinates (Å):
H: -1.54 -1.11 -0.03  0.1737
N: 1.76 0.05 -0.06  0.2012
C: -0.77 -0.30 -0.05  -0.3781
H: 0.79 -1.68 0.11  0.3505
N: 0.56 -0.73 0.01  -0.4125
C: -1.10 1.05 -0.03  0.2449
O: 2.79 -0.61 0.08  -0.5256
O: -0.32 1.98 0.05  -0.7179
H: -2.17 1.35 -0.08  0.0638

Model x:
This record from the Open Molecules 2025 dataset describes a structure of composition C2H3N2O2. The level of theory is ωB97M-V/def2-TZVPD.

As for the HOMO energy (alpha / beta): -0.072 / -0.078 Eh. The spin multiplicity is 1. The charge is -1.

Last column: natural (NBO) charge in e.
Cartesian coordinates (Å):
N: -1.96 2.25 -0.69  -0.1612
O: -1.39 3.07 -1.37  -0.3999
C: -1.16 -0.13 -0.95  -0.1621
H: 0.33 0.28 0.53  0.1675
C: -0.13 -0.57 0.09  -0.3640
H: -0.28 -1.58 0.62  0.1582
O: 0.91 -0.59 -2.17  -0.5714
H: -1.43 1.04 -0.91  0.2257
N: -0.02 -0.51 -1.32  0.1071

Least stable of them? model x.

Model w:
This record from the Open Molecules 2025 dataset describes a structure of composition C11H17NO2. The level of theory is ωB97M-V/def2-TZVPD.

As for the HOMO energy: -0.341 Eh. The spin multiplicity is 1. The charge is 0.

Last column: natural (NBO) charge in e.
Cartesian coordinates (Å):
C: -0.71 -2.26 -0.39  -0.4229
H: -0.64 -0.69 1.19  0.2343
H: 1.02 4.32 0.43  0.2218
N: 2.43 1.28 0.98  -0.4055
H: -2.69 0.71 -1.05  0.2249
H: -2.88 -1.96 -0.22  0.2500
H: -1.96 -1.49 -2.08  0.1948
O: 1.25 -0.83 2.85  -0.7727
H: 0.24 -1.99 -0.95  0.2116
C: 0.93 1.35 -0.80  0.2719
H: 0.09 -2.64 3.30  0.2198
H: -0.29 3.17 -1.20  0.2474
H: -0.87 -0.95 -2.79  0.2088
C: 0.47 2.62 -0.69  -0.2563
C: -2.00 -1.43 -0.81  -0.4052
H: -1.23 0.91 -0.14  0.2486
C: 0.52 -2.10 2.24  -0.0892
H: -0.83 -3.61 -0.60  0.2185
C: -0.82 0.27 -2.31  -0.0845
C: 2.21 2.78 0.95  0.0287
O: 0.58 0.43 -1.87  -0.5638
H: -1.13 1.13 -3.11  0.2066
H: 1.44 -0.17 1.84  0.4859
C: -0.53 -1.73 1.14  -0.5329
H: 1.16 -2.80 1.38  0.1647
H: 1.43 -0.65 0.09  0.2657
C: 1.16 3.27 0.34  -0.2917
C: -1.60 0.23 -0.99  -0.4970
C: 1.64 0.61 0.17  -0.0410
H: 3.09 3.84 1.34  0.2333
H: -1.50 -1.61 1.73  0.2256

Model x:
This record from the Open Molecules 2025 dataset describes the molecule C11H17NO2. The level of theory is ωB97M-V/def2-TZVPD.

As for the HOMO energy: -0.311 Eh. The spin multiplicity is 1. The SMILES is COc1ccc(OC)c(C[C@H](C)N)c1. The charge is 0.

Last column: natural (NBO) charge in e.
Cartesian coordinates (Å):
H: -0.22 3.07 -0.50  0.3926
H: -0.75 -2.80 -2.12  0.2184
H: -1.19 0.30 2.60  0.2173
C: 0.43 0.33 -1.40  0.2361
C: -0.08 -0.71 -2.13  -0.2366
H: 0.88 0.83 2.05  0.2196
C: 0.43 0.15 0.08  -0.0083
C: -0.01 -1.08 0.66  -0.2448
H: 1.76 1.57 0.88  0.2263
C: 2.24 1.76 -1.79  -0.2676
O: -0.40 -3.43 0.51  -0.5205
O: 0.78 1.64 -1.85  -0.5415
C: -0.29 2.18 1.49  -0.0567
C: -1.48 1.46 2.09  -0.6316
H: -0.13 -4.89 -0.93  0.1991
C: -0.24 -2.20 -0.20  0.3074
H: -0.01 2.71 2.51  0.1739
H: 2.75 2.02 -0.78  0.1879
H: -0.32 -0.73 -3.32  0.2343
H: -2.07 2.12 2.89  0.2228
H: -0.98 4.14 0.77  0.3651
N: -0.29 3.31 0.47  -0.8784
H: -2.21 -4.70 -0.46  0.1992
C: -0.55 -1.87 -1.52  -0.3067
H: -2.20 1.06 1.26  0.2161
H: 0.14 -1.16 1.76  0.2228
H: -0.82 -5.29 0.76  0.2108
C: 0.74 1.26 1.10  -0.4556
C: -0.92 -4.60 -0.19  -0.2955
H: 2.34 2.69 -2.48  0.2041
H: 2.68 0.84 -2.23  0.1903

Least stable of them? model w.

Model w:
This record from the Open Molecules 2025 dataset describes a cluster of 2 separate species, C3H10N2O2 in total. The level of theory is ωB97M-V/def2-TZVPD.

As for the HOMO energy (alpha / beta): -0.502 / -0.502 Eh. The spin multiplicity is 2. The charge is +1.

Last column: Löwdin spin population.
Cartesian coordinates (Å):
O: -3.21 5.06 -1.60  0.0000
H: -1.48 -0.17 1.61  -0.0003
H: 1.17 0.44 0.36  -0.0001
H: 1.48 0.25 -2.06  0.0136
H: -1.24 -1.58 2.58  0.0007
H: 1.15 -2.42 -0.86  0.0161
C: 1.55 -1.38 -0.76  0.1039
H: -3.81 5.61 -1.13  0.0000
N: -1.04 -1.03 1.78  0.0035
H: 1.68 -1.24 -2.97  0.0104
C: 0.24 -1.12 1.36  0.0134
O: 1.19 -1.76 1.96  0.0748
H: -0.17 -0.09 -0.64  -0.0008
N: 1.56 -0.75 -2.04  0.6728
C: 0.61 -0.43 -0.01  0.0371
H: 2.53 -1.42 -0.24  0.0549
H: -3.15 4.19 -1.19  0.0000

Model x:
This record from the Open Molecules 2025 dataset describes a cluster of 2 separate species, C3H10N2O2 in total. The level of theory is ωB97M-V/def2-TZVPD.

As for the HOMO energy (alpha / beta): -0.501 / -0.501 Eh. The spin multiplicity is 2. The charge is +1.

Last column: Löwdin spin population.
Cartesian coordinates (Å):
H: 1.47 -2.80 0.95  0.0087
H: -0.31 5.90 -3.24  0.0000
H: 1.67 -0.31 -0.79  0.0325
O: -1.78 -0.26 2.55  0.0390
C: 1.14 -0.99 0.01  0.0659
H: -2.26 -1.59 0.38  0.0069
C: -1.25 -1.39 0.58  0.0470
C: -1.49 -0.14 1.34  -0.0031
H: 2.89 -2.32 0.37  0.0091
H: -0.91 0.87 1.10  0.0008
H: 1.09 -0.31 0.92  0.0367
O: -0.11 5.42 -2.51  0.0000
N: -0.19 -1.29 -0.46  0.3740
N: 1.88 -2.18 0.35  0.3589
H: -1.22 -2.35 1.26  0.0267
H: -0.38 5.98 -1.82  0.0000
H: -0.24 -2.25 -0.98  -0.0031

Least stable of them? model x.

Model w:
This record from the Open Molecules 2025 dataset describes the molecule C2H4N2S2. The level of theory is ωB97M-V/def2-TZVPD.

As for the HOMO energy: -0.329 Eh. The spin multiplicity is 1. The SMILES is N/N=C\SC=S. The charge is 0.

Last column: natural (NBO) charge in e.
Cartesian coordinates (Å):
H: 0.85 -0.58 -1.56  0.3828
C: -1.14 -0.52 0.00  -0.0790
N: -0.47 -1.48 -0.12  -0.2177
H: 1.33 -2.19 -0.85  0.3875
S: 0.53 3.25 1.37  0.0405
C: 0.20 1.68 0.78  -0.4832
H: 0.77 0.57 0.89  0.2509
S: -0.87 1.21 -0.59  0.2266
H: -1.96 -0.73 0.83  0.2122
N: 0.77 -1.21 -0.75  -0.7206

Model x:
This record from the Open Molecules 2025 dataset describes the molecule C2H4N2S2. The level of theory is ωB97M-V/def2-TZVPD.

As for the HOMO energy: -0.331 Eh. The spin multiplicity is 1. The SMILES is NC(=S)/C=N/S. The charge is 0.

Last column: natural (NBO) charge in e.
Cartesian coordinates (Å):
N: -0.77 -0.35 -1.61  -0.7831
H: 1.16 -0.17 1.19  0.2134
C: 0.30 0.02 0.42  0.0269
H: -1.58 0.17 -1.24  0.4321
N: -0.78 0.87 0.59  -0.5415
S: 1.24 -1.96 -1.35  -0.0379
C: 0.30 -0.77 -0.89  -0.0176
H: -0.98 -1.32 -2.27  0.4024
H: -2.02 2.20 2.17  0.1454
S: -0.58 1.95 1.98  0.1598

Least stable of them? model w.

Model w:
This record from the Open Molecules 2025 dataset describes the molecule C2H4N2S2. The level of theory is ωB97M-V/def2-TZVPD.

As for the HOMO energy (alpha / beta): -0.320 / -0.337 Eh. The spin multiplicity is 1. The charge is 0.

Last column: natural (NBO) charge in e.
Cartesian coordinates (Å):
N: -1.60 0.42 -0.70  -0.6437
C: -0.59 0.78 -0.05  0.0319
S: 0.33 2.19 0.27  0.1617
C: -0.01 -0.43 0.75  -0.2832
H: -0.76 -1.09 1.19  0.2378
S: 2.42 -0.60 -0.20  0.1887
N: 0.87 -1.12 -0.26  -0.6559
H: 0.51 -1.20 -1.16  0.3943
H: -1.91 1.18 -1.34  0.3423
H: 0.75 -0.13 1.50  0.2262

Model x:
This record from the Open Molecules 2025 dataset describes the molecule C2H4N2S2. The level of theory is ωB97M-V/def2-TZVPD.

As for the HOMO energy: -0.337 Eh. The spin multiplicity is 1. The SMILES is [H]/N=C(/N)C(=S)S. The charge is 0.

Last column: natural (NBO) charge in e.
Cartesian coordinates (Å):
C: 0.59 0.24 -0.30  0.3239
H: 2.06 0.98 0.81  0.4124
H: 0.76 0.40 1.83  0.4072
C: -0.77 -0.39 -0.30  -0.3497
H: -2.49 -1.17 1.00  0.1509
S: -1.51 -0.90 -1.68  0.0297
N: 1.11 0.56 -1.40  -0.6380
H: 0.49 0.31 -2.15  0.3589
N: 1.18 0.47 0.91  -0.8272
S: -1.41 -0.49 1.28  0.1318

Least stable of them? model w.